C29H29F5N2O5 in the gas phase. Source: the Open Molecules 2025 dataset; level of theory: the ωB97M-V functional and the def2-TZVPD basis.

Calculated values
E = -2107.32765 Ha
HOMO = -6.5 eV
Molecular weight = 580.6 g/mol

The geometry in ORCA input format:
```
! wB97M-V def2-TZVPD RIJCOSX def2/J DEFGRID3
* xyz 0 1
C 3.446 2.434 3.172
C 3.179 0.979 2.872
O 1.758 0.949 2.473
C 1.385 -0.285 2.153
C -0.061 -0.517 1.560
C -0.527 -1.742 2.476
C -0.294 -1.648 3.997
C 0.161 -3.012 1.987
C -0.804 0.736 2.029
O -0.517 1.853 1.639
O -1.860 0.457 2.794
C -2.833 1.516 3.043
C -2.457 2.403 4.193
O 2.182 -1.193 2.380
H 4.481 2.564 3.521
H 3.313 3.034 2.268
H 2.777 2.810 3.950
H 3.776 0.606 2.041
H 3.344 0.351 3.762
H -1.608 -1.850 2.350
H -0.773 -0.764 4.459
H -0.743 -2.560 4.434
H 0.789 -1.653 4.237
H 0.046 -3.170 0.907
H 1.239 -2.905 2.193
H -0.222 -3.885 2.521
H -2.877 2.092 2.118
H -3.773 0.974 3.230
H -3.196 3.197 4.263
H -2.452 1.879 5.159
H -1.485 2.874 4.020
C 4.156 2.035 -1.432
N 3.282 1.568 -2.491
C 3.498 1.814 -3.847
C 2.473 1.237 -4.521
N 1.633 0.646 -3.575
C 0.512 -0.151 -3.924
C -0.482 0.351 -4.768
F -0.407 1.638 -5.171
C -1.596 -0.414 -5.115
F -2.583 0.110 -5.875
C -1.728 -1.710 -4.598
F -2.844 -2.418 -4.845
C -0.731 -2.236 -3.762
F -0.897 -3.453 -3.203
C 0.387 -1.464 -3.464
F 1.367 -1.995 -2.708
C 2.108 0.901 -2.335
C 1.530 0.439 -1.043
C 0.145 0.617 -0.774
C -0.437 -0.327 0.163
C -1.857 -0.677 -0.302
C -2.444 -1.887 0.113
C -3.709 -2.329 -0.354
C -4.369 -1.633 -1.366
C -3.789 -0.450 -1.842
C -2.607 0.044 -1.261
O 2.278 -0.172 -0.249
H 4.053 1.392 -0.561
H 5.206 2.007 -1.781
H 3.924 3.073 -1.155
H 4.353 2.365 -4.217
H 2.282 1.168 -5.584
H -0.408 1.289 -1.448
H 0.313 -1.278 0.200
H -1.923 -2.554 0.785
H -4.149 -3.222 0.089
H -5.347 -1.981 -1.723
H -4.303 0.101 -2.632
H -2.290 1.035 -1.626
*
```

Results of the Mulliken charge analysis, in e, for atoms 1 through 4: atom 1 (C): -1.222, atom 2 (C): -0.229, atom 3 (O): -0.212, atom 4 (C): -0.290